Record 1
Computed, not measured: C4H7BrN2O2 as an isolated structure at a distorted geometry, with wB97M-V/def2-TZVPD.

Its LUMO energy is 0.0198 Eh. The total energy comes out at -2990.56218 Eh. The charge is 0. The value obtained for the energy relative to the best compared isomer or geometry (same formula, charge and spin) is 48.3 kJ/mol. The gap between HOMO and LUMO is 0.3568 Ha.

Each line ends with the Mulliken charge.
Positions of all 16 atoms, in Å:
C -0.6063 1.3694 0.1750  0.915
C -0.2748 -1.4462 0.1208  0.699
C -1.3327 2.6864 0.2996  -1.114
C 2.0137 -2.1274 -0.1682  -0.908
N 0.9469 -1.2332 -0.2954  -0.093
N -1.2054 0.1835 0.0120  -0.398
O 0.5953 1.4373 0.0459  -0.710
O -0.9181 -2.3393 0.5797  -0.469
Br -3.0098 -0.0177 -0.2080  -0.048
H -2.0976 3.0124 1.0304  0.348
H -1.7433 2.8319 -0.8292  0.253
H -0.4666 3.3380 0.3143  0.324
H 1.6426 -3.1520 0.2187  0.319
H 2.3589 -2.4604 -1.1951  0.307
H 2.9265 -1.8669 0.4095  0.300
H 1.1708 -0.2158 -0.5100  0.273


Record 2
Computed, not measured: C3H3IO in the gas phase at a distorted geometry, with wB97M-V/def2-TZVPD.

As for the SMILES: O=C/C=C/I. Its LUMO energy is -0.0107 Eh. The total energy comes out at -488.98700 Eh. The charge is 0. The value obtained for the energy relative to the best compared isomer or geometry (same formula, charge and spin) is 13.1 kJ/mol. The gap between HOMO and LUMO is 0.3482 Ha.

Each line ends with the Mulliken charge.
Positions of all 8 atoms, in Å:
C 0.0481 0.3660 0.0807  0.023
C -1.4064 0.2160 -0.0107  -0.062
C 1.0461 -0.5256 0.0792  -0.403
O -2.2084 1.1166 0.0653  -0.464
I 3.0983 -0.2073 -0.0349  0.137
H 0.4146 1.4659 -0.0903  0.198
H -1.6521 -0.8122 -0.1576  0.294
H 0.6598 -1.6194 0.0684  0.277


Record 3
Computed, not measured: a 3-piece molecular cluster, C5H13NO4 overall at a distorted geometry, with wB97M-V/def2-TZVPD.

As for the SMILES: CC(=O)N[C@@H](C)C=O.O.O. Its LUMO energy is 0.0246 Eh. The total energy comes out at -554.01825 Eh. The charge is 0. The value obtained for the energy relative to the best compared isomer or geometry (same formula, charge and spin) is 49.2 kJ/mol. The gap between HOMO and LUMO is 0.3791 Ha.

Each line ends with the Mulliken charge.
Positions of all 23 atoms, in Å:
C 1.9419 -0.0835 0.1515  -0.591
C 1.2140 1.1352 -0.3306  0.375
N -0.1580 1.0795 -0.5940  -0.082
C -2.4115 0.1672 -0.7602  -1.560
C -0.9197 -0.1646 -0.8190  0.904
C -0.5954 -0.6696 -2.2129  0.095
O -0.3171 -1.8245 -2.3929  -0.456
O 1.7752 2.1794 -0.6070  -0.646
H 2.6658 -0.2936 -0.6038  0.303
H 1.2928 -0.9296 0.3368  0.155
H 2.4836 0.0863 1.0818  0.268
H -0.3524 1.8307 -1.2501  0.284
H -2.6321 0.8572 -1.5704  0.370
H -2.9911 -0.7561 -0.7940  0.390
H -2.7033 0.6556 0.1747  0.378
H -0.6381 -0.8560 -0.0413  -0.534
H -0.6422 0.0502 -3.0512  0.331
H 1.2063 -3.0927 2.0208  0.317
H 0.0271 -2.4173 1.1843  0.332
O 0.5161 -2.4198 2.0042  -0.645
H 0.5960 2.0921 1.9993  0.314
H 0.3952 1.9338 3.4476  0.290
O 0.2470 1.4400 2.6262  -0.590